A structure of composition CH2ClNOP2 at a distorted geometry, computed with ωB97M-V with the def2-TZVPD basis set.

The geometry in XYZ format:
```
8
Properties=species:S:1:pos:R:3:forces:R:3
C -2.405 -0.285 0.448 1.3578 0.1860 0.6207
N 0.001 0.374 -0.431 -0.9883 1.0528 0.6496
O -2.006 -1.312 0.888 -0.2297 -0.6882 0.0832
P 0.692 -0.586 0.592 1.7519 -0.9446 -0.8399
P -1.314 1.214 0.366 -0.2665 0.2068 -1.7665
Cl -3.971 -0.063 -0.144 -1.7765 0.0284 -0.3845
H 1.669 -1.147 -0.401 -0.6111 0.1871 0.9126
H -2.051 1.652 -0.819 0.7624 -0.0285 0.7249
```
Forces are in eV/Å.

- highest occupied orbital energy (hartree) = -0.34556
- net charge = 0
- multiplicity = 1

The computed natural (NBO) charges, all in e, follow:
1 C 0.221
2 N -1.149
3 O -0.520
4 P 0.865
5 P 0.679
6 Cl 0.018
7 H -0.091
8 H -0.022

A cluster of 2 separate species, CH2ClNOS in total at a distorted geometry, computed with ωB97M-V with the def2-TZVPD basis set.

The geometry in XYZ format:
```
7
Properties=species:S:1:pos:R:3:forces:R:3
C 0.193 -0.524 -0.555 1.9234 2.8453 1.5465
N 2.327 1.197 0.663 -1.6775 0.9584 1.0948
O 3.949 -0.665 -0.120 -0.1580 0.8789 0.0218
S 3.554 0.735 0.036 2.3944 -1.5712 -0.9882
Cl 0.978 -1.923 -0.042 -0.1308 -0.6353 -0.0371
H 0.778 0.450 -0.091 -2.2595 -2.4648 -1.5758
H -0.857 -0.559 -0.785 -0.0921 -0.0112 -0.0620
```
Forces are in eV/Å.

- highest occupied orbital energy (spin up / spin down) (hartree) = -0.30896 / -0.39434
- net charge = 0
- multiplicity = 3
- expectation value of S² = 2.018

The computed natural (NBO) charges, all in e, follow:
1 C -0.422
2 N -0.602
3 O -0.819
4 S 1.423
5 Cl 0.027
6 H 0.202
7 H 0.191

no.,DFT total energy (eV)
1,-35705.29568
2,-27959.27682